Density functional theory data (ωB97M-V with the def2-TZVPD basis set) for a 7-piece molecular cluster, C20H50ClF3O10PS7 overall.

The geometry in XYZ format:
```
92
Properties=species:S:1:pos:R:3:forces:R:3
C -2.301 -2.904 5.684 1.2 -0.1 0.6
C -0.924 -2.608 5.045 -0.3 -0.2 -0.7
P -1.027 -2.225 3.231 0.5 1.5 1.8
C 0.600 -1.503 2.790 0.3 -0.5 0.0
C 1.246 -1.883 1.448 0.3 1.1 -0.4
C 0.542 -1.357 0.180 0.8 -1.3 -0.1
S 0.503 0.429 0.065 -0.6 2.5 -0.4
O 1.012 1.095 1.232 0.9 -1.0 0.5
O -0.802 0.880 -0.280 -0.9 -1.0 -0.6
O 1.452 0.856 -1.161 0.0 -0.8 1.0
C -2.309 -0.903 3.129 -0.2 0.2 -0.4
C -2.787 -0.580 1.716 -0.4 2.4 1.6
O -2.809 -1.302 0.813 0.3 -2.1 -1.8
Cl -3.419 1.080 1.518 0.2 -0.5 0.5
C -1.511 -3.836 2.404 -0.8 -1.1 -0.2
F -0.789 -4.184 1.355 0.5 0.4 -0.3
F -1.395 -4.817 3.306 0.5 0.0 0.4
F -2.785 -3.844 2.038 -0.4 0.5 0.0
H -2.126 -3.018 6.765 -0.1 0.0 -0.3
H -3.036 -2.104 5.584 0.1 -0.3 -0.2
H -2.663 -3.877 5.351 -0.2 0.4 -0.1
H -0.374 -1.764 5.488 -0.3 -0.1 -0.1
H -0.269 -3.490 5.118 -0.1 0.3 0.0
H 1.308 -1.832 3.572 -0.4 -0.2 -0.2
H 0.508 -0.413 2.946 -0.2 -0.3 -0.4
H 1.430 -2.960 1.385 -0.3 0.3 -0.1
H 2.251 -1.445 1.460 -0.3 -0.1 0.2
H -0.440 -1.837 0.073 -0.1 0.9 -0.1
H 1.131 -1.714 -0.681 -0.2 0.3 0.2
H 2.052 1.552 -0.802 0.3 -0.3 -0.2
H -3.203 -1.140 3.728 0.3 -0.2 -0.2
H -1.879 0.003 3.587 0.1 -0.4 -0.1
C 5.320 -4.438 2.210 0.0 0.0 -0.1
S 4.280 -3.705 3.479 0.2 -0.1 0.1
O 3.434 -2.663 2.810 0.3 -0.2 0.3
C 5.602 -2.845 4.340 0.0 0.1 0.0
H 4.684 -4.998 1.527 0.0 0.0 0.1
H 5.843 -3.654 1.662 0.0 0.0 0.1
H 6.036 -5.115 2.677 0.0 0.0 0.0
H 6.106 -2.163 3.655 -0.1 0.0 0.0
H 6.308 -3.573 4.738 -0.1 0.0 0.0
H 5.164 -2.279 5.161 -0.1 0.0 0.0
C -0.207 3.744 -1.947 -0.1 0.1 0.1
S 0.817 4.515 -3.211 0.0 0.0 0.0
O 1.356 5.778 -2.638 -0.1 0.0 0.0
C -0.538 4.957 -4.308 0.0 0.1 0.0
H 0.440 3.423 -1.134 0.1 0.1 0.0
H -0.937 4.461 -1.569 0.0 0.0 -0.1
H -0.716 2.877 -2.367 0.0 0.0 0.0
H -1.246 5.597 -3.783 0.0 -0.1 0.1
H -1.036 4.053 -4.655 0.0 0.0 0.0
H -0.122 5.492 -5.161 0.1 -0.1 0.0
C 5.203 1.433 -2.947 0.0 0.1 -0.1
S 5.207 1.301 -1.153 0.1 -0.1 -0.1
O 4.290 2.357 -0.628 -0.2 -0.1 -0.1
C 6.892 1.883 -0.919 0.0 0.1 0.0
H 4.215 1.152 -3.308 0.0 0.0 0.1
H 5.420 2.460 -3.242 0.0 0.0 0.1
H 5.948 0.754 -3.362 0.0 0.0 0.0
H 7.000 2.882 -1.342 -0.1 0.0 0.0
H 7.584 1.191 -1.400 -0.1 0.0 0.0
H 7.097 1.917 0.150 -0.1 0.0 0.0
C -6.385 -5.622 7.014 0.0 0.0 0.1
S -5.385 -4.931 5.690 -0.2 -0.1 0.0
O -4.815 -3.644 6.189 -0.5 -0.1 0.0
C -6.760 -4.522 4.605 -0.1 0.1 0.0
H -5.722 -5.913 7.827 0.0 0.0 -0.1
H -7.093 -4.874 7.370 0.0 0.0 -0.1
H -6.915 -6.501 6.647 0.0 0.0 0.0
H -7.444 -3.845 5.117 0.1 0.0 0.1
H -7.278 -5.437 4.316 0.0 0.0 0.0
H -6.361 -4.035 3.717 0.1 0.0 0.0
C -5.764 2.966 -3.385 -0.1 0.0 -0.1
S -4.034 3.071 -2.900 0.0 -0.1 0.1
O -3.549 4.423 -3.282 0.0 -0.1 -0.1
C -3.425 1.911 -4.135 0.0 0.0 -0.1
H -6.335 3.651 -2.760 0.1 0.0 0.0
H -5.872 3.251 -4.432 0.1 0.0 0.0
H -6.123 1.948 -3.231 0.0 0.0 0.0
H -3.686 2.263 -5.134 0.0 0.1 0.0
H -3.860 0.927 -3.956 0.0 0.0 0.0
H -2.341 1.850 -4.042 0.0 0.0 0.1
C 3.113 5.219 -7.313 0.1 0.1 0.0
S 1.834 4.014 -7.703 0.0 0.0 0.0
O 2.516 2.739 -8.049 0.0 0.1 0.0
C 1.319 4.783 -9.247 0.0 0.1 -0.1
H 3.601 4.911 -6.391 -0.1 0.0 0.0
H 3.845 5.256 -8.120 0.0 -0.1 0.0
H 2.657 6.200 -7.171 0.0 0.0 0.0
H 2.167 4.847 -9.929 0.0 0.0 0.1
H 0.922 5.778 -9.042 0.0 0.0 0.0
H 0.540 4.167 -9.691 0.0 0.0 0.1
```
Positions in Å, forces in eV/Å.

For the HOMO energy, the calculation gives -9.70 eV. The calculation puts the largest force on an atom at 2.87 eV/A. The charge is +1. The lowest unoccupied orbital energy is -2.267 eV.